# 1
C20H19AuN7O2Se3 | ωB97M-V with the def2-TZVPD basis set

Highest occupied orbital energy (alpha / beta) (eV): -5.1 / -5.5
ΔE to the lowest compared entry with this formula, charge and spin (kcal per mole): 0.0
2S+1: 3
Electronic energy (Eh): -8647.34310
M (g/mol): 823.27
Charge: -1
⟨S²⟩: 2.0171

XYZ file:
```
52
Properties=species:S:1:pos:R:3:forces:R:3:nbo_charge:R:1
Au -1.8338 0.3666 1.7624 -0.256 -0.051 0.248 0.95
O -0.5609 -3.0944 5.0386 -0.171 0.325 0.353 -0.77
C -1.5676 -2.0799 5.0136 0.305 -0.080 0.132 -0.08
C -0.9570 -0.7752 5.5210 -0.010 -0.052 -0.025 -0.15
C -0.5650 -0.9530 7.0019 -0.161 0.018 0.033 -0.05
O -1.6492 -1.2690 7.8727 0.231 -0.044 -0.076 -0.72
C -1.9170 0.4290 5.4017 -0.044 -0.034 -0.130 -0.57
Se -3.3194 0.4355 4.0359 0.086 -0.049 -0.131 -0.07
C 0.3611 -0.4481 4.8045 -0.049 -0.020 -0.198 -0.58
Se 0.4507 -0.7217 2.8770 0.113 0.020 0.025 0.02
H -0.7664 -3.7080 4.3254 -0.038 -0.067 -0.253 0.49
H -2.4028 -2.3606 5.6587 -0.102 0.002 0.032 0.18
H -1.9570 -1.9292 4.0109 0.060 -0.069 -0.051 0.21
H -0.0401 -0.0526 7.3466 -0.023 0.032 0.038 0.15
H 0.1218 -1.7952 7.0693 -0.014 -0.031 0.037 0.20
H -2.3270 -0.5935 7.7874 -0.009 0.054 -0.011 0.46
H -1.3435 1.3444 5.2720 0.056 0.040 0.069 0.22
H -2.5024 0.5576 6.3139 -0.047 0.022 0.047 0.20
H 1.1522 -1.1085 5.1671 -0.008 -0.029 -0.020 0.24
H 0.6513 0.5797 5.0063 0.052 0.049 0.093 0.21
N -1.2280 4.8548 -1.8427 -0.154 -0.094 0.358 -0.50
C -1.5030 4.5659 -0.7498 0.331 -0.298 -0.031 0.45
N -1.8594 4.2886 0.4850 -0.363 0.476 0.246 -0.69
C -1.5720 3.2740 1.1931 0.323 -0.202 -0.665 0.61
N -1.3104 2.3589 1.8815 -0.047 0.370 0.012 -0.67
N 1.1679 1.1243 -5.3142 -0.010 0.061 -0.073 -0.55
C 1.9946 0.7684 -6.3591 -0.095 0.068 0.087 0.17
C 2.2508 1.3442 -7.6009 -0.009 -0.002 0.011 -0.26
C 3.1629 0.6920 -8.4098 -0.006 -0.037 0.058 -0.21
C 3.7961 -0.4924 -7.9931 -0.033 0.033 0.018 -0.24
C 3.5331 -1.0534 -6.7579 0.049 -0.050 -0.027 -0.19
C 2.6154 -0.4096 -5.9281 0.048 -0.136 0.101 0.06
N 2.1732 -0.7516 -4.6578 0.086 -0.019 -0.150 -0.45
C 1.3205 0.1785 -4.3320 -0.058 0.055 0.038 0.38
C 0.5787 0.2356 -3.0591 0.081 0.006 -0.175 -0.07
C 0.7367 -0.7782 -2.1230 0.060 -0.110 0.069 -0.17
C 0.0300 -0.7052 -0.9351 -0.130 0.115 -0.070 0.03
N -0.8036 0.3002 -0.6495 0.129 -0.141 -0.079 -0.46
C -0.9557 1.2654 -1.5513 -0.031 0.015 0.190 0.06
C -0.2869 1.2782 -2.7614 -0.018 0.101 -0.117 -0.23
H 0.5647 1.9252 -5.2781 -0.011 0.032 0.022 0.42
H 1.7618 2.2575 -7.9214 0.036 -0.063 0.027 0.22
H 3.3949 1.1016 -9.3851 -0.004 -0.012 0.025 0.21
H 4.5043 -0.9704 -8.6588 -0.020 0.010 0.023 0.21
H 4.0184 -1.9665 -6.4323 -0.036 0.069 -0.021 0.22
H 1.4052 -1.6038 -2.3294 -0.043 0.038 0.023 0.24
H 0.1194 -1.4859 -0.1870 -0.015 0.033 0.024 0.22
H -1.6332 2.0739 -1.2958 0.052 -0.096 -0.048 0.21
H -0.4504 2.1097 -3.4359 -0.024 0.009 0.086 0.22
Se -1.8691 -4.3626 2.0629 -0.009 -0.314 -0.079 -0.26
C -2.2270 -2.6799 1.6469 -0.117 0.492 -0.093 0.17
N -2.4578 -1.5610 1.3923 0.070 -0.445 -0.001 -0.68
```
Positions in Å, forces in eV/Å.

---

# 2
C20H19BF6IrN9O2S3Sb | ωB97M-V with the def2-TZVPD basis set

Highest occupied orbital energy (eV): -10.7
ΔE to the lowest compared entry with this formula, charge and spin (kcal per mole): 35.6
Electronic energy (Eh): -3579.96134
M (g/mol): 952.41
Charge: +1

XYZ file:
```
62
Properties=species:S:1:pos:R:3:forces:R:3:nbo_charge:R:1
Ir -0.1926 0.6385 -0.1996 0.225 0.538 0.318 1.12
C 3.9040 0.4815 -1.3422 -0.052 -0.027 0.058 -0.34
C 2.5763 0.1233 -1.5767 0.048 -0.243 0.121 -0.01
N 1.8195 0.4997 -0.5469 -0.192 -0.092 -0.198 -0.25
N 2.6314 1.1003 0.3623 0.022 0.059 0.030 -0.32
C 3.8854 1.1082 -0.1122 0.001 -0.099 0.077 0.01
B 2.0640 1.8763 1.5896 0.001 -0.054 -0.075 0.53
N 1.2212 0.8858 2.4173 0.079 -0.049 0.041 -0.30
C 1.2170 0.5721 3.7216 -0.021 -0.022 -0.065 0.00
C 0.1665 -0.2967 3.9562 0.019 -0.022 -0.020 -0.33
C -0.4442 -0.4591 2.7118 0.010 -0.022 0.033 -0.02
N 0.2148 0.2503 1.7997 -0.056 0.087 0.014 -0.31
N 1.1389 2.9462 1.0009 0.041 0.010 -0.047 -0.33
C 1.1768 4.2869 1.0498 -0.009 -0.022 0.013 0.03
C 0.2641 4.7891 0.1474 0.011 -0.009 -0.028 -0.31
C -0.3078 3.6699 -0.4535 -0.048 0.035 0.042 0.03
N 0.2336 2.5726 0.0698 -0.158 -0.060 0.040 -0.25
H 4.7427 0.3390 -2.0005 -0.011 -0.011 0.012 0.25
H 2.1448 -0.3663 -2.4329 0.010 0.041 0.017 0.26
H 4.6750 1.5642 0.4629 -0.025 0.009 -0.017 0.24
H 2.9337 2.3550 2.2518 0.053 -0.029 -0.044 -0.01
H 1.9480 0.9957 4.3898 -0.011 0.016 -0.007 0.24
H -0.1343 -0.7270 4.8945 -0.004 0.014 0.005 0.25
H -1.3318 -1.0115 2.4467 -0.006 0.030 -0.018 0.23
H 1.8536 4.7868 1.7219 0.004 -0.010 -0.001 0.23
H 0.0369 5.8199 -0.0547 -0.008 0.000 0.011 0.25
H -1.0739 3.6028 -1.2068 -0.013 -0.021 0.019 0.26
O -1.4984 -5.4988 -0.1923 -0.038 -0.077 0.027 -0.64
C -2.5103 -4.6223 -0.2936 -0.019 -0.093 0.013 0.41
C -3.7822 -5.1823 -0.3860 0.025 -0.014 -0.020 -0.30
C -4.8942 -4.3781 -0.4902 0.015 0.005 0.007 -0.07
C -4.7857 -2.9788 -0.5158 0.021 0.011 -0.007 -0.26
C -3.5488 -2.4090 -0.4453 0.000 0.019 -0.011 -0.04
C -2.3769 -3.2073 -0.3290 -0.004 -0.058 0.064 -0.30
C -1.1498 -2.4784 -0.2611 -0.192 0.465 -0.192 0.65
O -1.0779 -1.2711 -0.4594 0.623 -0.738 0.273 -0.56
N 0.0473 -3.2956 0.0397 -0.290 0.135 -0.184 -0.15
N 1.0193 -2.6330 0.3991 0.009 0.287 -0.032 -0.13
C 2.1712 -3.4285 0.6019 0.055 -0.077 0.010 -0.17
S 2.3717 -4.9633 -0.0646 -0.026 0.099 0.006 0.55
C 3.8767 -5.3028 0.9072 0.025 0.011 0.003 -0.53
C 4.6081 -3.9898 1.0900 0.053 -0.007 0.011 -0.54
S 3.3746 -2.7169 1.5030 0.091 0.138 -0.009 0.64
H -0.6584 -5.0311 -0.0930 -0.052 -0.004 -0.039 0.49
H -3.8607 -6.2603 -0.3739 -0.009 0.000 0.014 0.24
H -5.8716 -4.8391 -0.5501 0.001 -0.006 -0.005 0.23
H -5.6652 -2.3562 -0.5911 0.005 0.012 -0.003 0.25
H -3.4453 -1.3317 -0.4688 -0.003 -0.125 0.000 0.26
H 4.4762 -6.0301 0.3631 -0.005 0.009 -0.016 0.28
H 3.5541 -5.7338 1.8553 -0.002 -0.014 -0.006 0.26
H 5.0952 -3.6533 0.1726 0.005 0.001 0.019 0.26
H 5.3428 -4.0360 1.8916 -0.019 -0.013 0.012 0.28
S -0.9854 1.0464 -2.4056 0.041 0.158 0.018 -0.08
C 0.1794 0.4370 -3.4564 -0.052 -0.082 -0.041 0.06
N 0.9476 0.0158 -4.2117 -0.041 -0.037 0.003 -0.41
F -2.1058 0.9454 0.6080 -0.052 -0.181 -0.328 -0.66
Sb -3.8347 1.9847 0.4878 0.022 0.135 0.035 3.19
F -4.1607 1.2372 2.1750 -0.017 -0.007 -0.014 -0.66
F -4.5196 0.4192 -0.3119 -0.072 0.076 -0.004 -0.68
F -5.4359 2.9242 0.3781 -0.004 -0.042 0.009 -0.65
F -3.2136 2.5354 -1.2023 -0.001 0.007 0.064 -0.67
F -2.8734 3.3918 1.2748 -0.004 -0.036 -0.014 -0.67
```
Positions in Å, forces in eV/Å.

---

> Among the records above, which one has the highest ΔE to the lowest compared entry with this formula, charge and spin?

C20H19BF6IrN9O2S3Sb